No. 1
{
  "formula": "C4H8S2",
  "method": "ωB97M-V with the def2-TZVPD basis set",
  "species": ["C", "C", "C", "C", "S", "S", "H", "H", "H", "H", "H", "H", "H", "H"],
  "xyz": [[0.802, -0.917, -0.117], [-1.060, 0.934, -1.243], [-1.992, 0.264, -0.506], [1.391, -0.711, 1.058], [-1.954, 0.200, 1.280], [2.175, 0.789, 1.510], [0.260, -1.877, -0.235], [1.074, -0.387, -1.020], [-0.857, 0.700, -2.283], [-0.423, 1.729, -0.811], [-2.587, -0.527, -0.961], [1.385, -1.386, 1.863], [-0.630, -0.021, 1.254], [2.416, 1.209, 0.211]],
  "total_charge": 0,
  "smiles": "C=CS.C=CS",
  "relative_energy_kj_mol": 254.4,
  "gap_ev": 9.5
}


No. 2
{
  "formula": "C15H12F3N2O6S6SbTc",
  "method": "ωB97M-V with the def2-TZVPD basis set",
  "species": ["Tc", "O", "S", "O", "O", "C", "C", "C", "C", "C", "C", "S", "O", "O", "O", "H", "H", "H", "H", "S", "Sb", "S", "S", "S", "N", "N", "H", "H", "H", "H", "F", "C", "F", "F", "C", "C", "C", "C", "C", "C", "C", "C", "H", "H", "H", "H"],
  "xyz": [[-0.116, -0.558, 1.166], [2.161, 2.500, -0.531], [1.024, 2.009, 0.171], [1.382, 1.379, 1.504], [0.236, 0.947, -0.497], [-0.044, 3.409, 0.443], [0.103, 4.431, -0.485], [-0.701, 5.560, -0.400], [-1.636, 5.680, 0.612], [-1.781, 4.668, 1.553], [-0.992, 3.536, 1.467], [-1.225, 2.281, 2.690], [-0.047, 2.344, 3.590], [-2.462, 2.467, 3.357], [-1.183, 1.046, 1.855], [0.849, 4.340, -1.262], [-0.587, 6.349, -1.130], [-2.258, 6.562, 0.673], [-2.509, 4.735, 2.350], [3.121, 1.319, 4.434], [2.139, 2.797, 3.166], [-0.321, -1.210, 3.407], [1.959, -1.574, 1.660], [1.542, -1.873, 3.585], [-0.560, -1.448, -1.723], [0.374, -1.708, -0.670], [-0.294, -1.978, -2.547], [-0.519, -0.459, -1.936], [1.325, -1.456, -0.946], [0.347, -2.704, -0.480], [-8.466, -4.635, -0.252], [-7.628, -5.236, 0.613], [-7.435, -6.489, 0.166], [-8.258, -5.318, 1.792], [-6.325, -4.485, 0.711], [-5.961, -3.846, 1.886], [-4.763, -3.155, 1.942], [-3.932, -3.097, 0.820], [-4.315, -3.741, -0.360], [-5.506, -4.436, -0.411], [-2.699, -2.383, 0.900], [-1.644, -1.782, 0.958], [-6.607, -3.894, 2.751], [-4.460, -2.656, 2.852], [-3.671, -3.694, -1.228], [-5.806, -4.944, -1.318]],
  "total_charge": 1,
  "gap_ev": 5.2
}


No. 3
{
  "formula": "C34H40BrN7OPS",
  "method": "ωB97M-V with the def2-TZVPD basis set",
  "species": ["O", "P", "Br", "C", "C", "C", "C", "S", "N", "H", "H", "H", "H", "H", "H", "H", "H", "H", "H", "N", "C", "C", "C", "C", "C", "H", "H", "H", "H", "H", "N", "C", "C", "C", "C", "C", "H", "H", "H", "H", "H", "N", "C", "C", "C", "C", "C", "H", "H", "H", "H", "H", "N", "C", "C", "C", "C", "C", "H", "H", "H", "H", "H", "N", "C", "C", "C", "C", "C", "H", "H", "H", "H", "H", "N", "C", "C", "C", "C", "C", "H", "H", "H", "H", "H"],
  "xyz": [[-0.242, 4.508, -2.552], [-0.339, 4.847, -4.128], [0.820, 6.729, -4.178], [-2.048, 5.652, -4.198], [-2.659, 6.111, -2.880], [-3.278, 4.818, -2.308], [-3.589, 3.908, -3.511], [-2.611, 2.385, -3.334], [-3.074, 4.665, -4.724], [0.034, 3.571, -2.451], [-1.932, 6.452, -4.932], [-3.428, 6.847, -3.121], [-1.927, 6.477, -2.164], [-2.577, 4.285, -1.668], [-4.157, 5.077, -1.719], [-4.635, 3.629, -3.620], [-2.814, 1.886, -4.564], [-2.593, 4.043, -5.379], [-3.844, 5.118, -5.218], [-0.812, -0.064, -3.132], [-1.333, -0.366, -1.938], [-0.870, -1.392, -1.130], [0.194, -2.154, -1.584], [0.748, -1.858, -2.818], [0.214, -0.808, -3.548], [-2.164, 0.247, -1.608], [-1.316, -1.602, -0.165], [0.580, -2.965, -0.979], [1.579, -2.426, -3.213], [0.628, -0.547, -4.516], [-1.012, -2.712, 1.822], [-0.992, -2.070, 2.990], [-0.917, -2.709, 4.215], [-0.870, -4.094, 4.234], [-0.900, -4.779, 3.028], [-0.966, -4.048, 1.851], [-1.025, -0.987, 2.947], [-0.884, -2.125, 5.124], [-0.804, -4.631, 5.172], [-0.865, -5.859, 2.994], [-0.984, -4.546, 0.888], [-2.222, -5.783, -0.713], [-3.389, -5.150, -0.816], [-4.471, -5.650, -1.526], [-4.332, -6.871, -2.166], [-3.123, -7.540, -2.068], [-2.103, -6.956, -1.332], [-3.457, -4.197, -0.301], [-5.397, -5.094, -1.572], [-5.153, -7.295, -2.729], [-2.970, -8.496, -2.550], [-1.144, -7.452, -1.230], [0.479, 0.083, 5.112], [0.497, 1.416, 5.138], [1.536, 2.158, 5.679], [2.619, 1.483, 6.219], [2.616, 0.099, 6.196], [1.525, -0.550, 5.638], [-0.363, 1.911, 4.699], [1.497, 3.239, 5.669], [3.454, 2.026, 6.641], [3.444, -0.471, 6.593], [1.493, -1.634, 5.594], [4.497, 0.343, 3.086], [3.229, 0.070, 2.782], [2.840, -0.994, 1.981], [3.824, -1.821, 1.462], [5.149, -1.549, 1.765], [5.431, -0.460, 2.578], [2.485, 0.736, 3.207], [1.791, -1.169, 1.776], [3.563, -2.664, 0.835], [5.950, -2.167, 1.384], [6.456, -0.220, 2.839], [1.763, 2.667, -2.394], [2.476, 3.797, -2.354], [3.429, 4.068, -1.388], [3.669, 3.107, -0.416], [2.946, 1.924, -0.450], [2.006, 1.751, -1.455], [2.233, 4.518, -3.132], [3.970, 5.004, -1.400], [4.407, 3.278, 0.357], [3.100, 1.151, 0.290], [1.416, 0.842, -1.511]],
  "total_charge": 1,
  "gap_ev": 8.0
}